This record from the OMol25 dataset describes C18H18F18MgN3O21S6 as an isolated structure. The level of theory is ωB97M-V/def2-TZVPD.

Geometry (Å):
Mg  1.57  2.73  0.26
C  -9.58  -1.81  -4.03
F  -10.37  -0.88  -3.54
F  -10.20  -2.98  -3.97
F  -9.25  -1.55  -5.28
S  -7.94  -1.89  -2.91
O  -8.38  -1.49  -1.59
O  -7.47  -3.24  -2.99
N  -6.80  -0.91  -3.83
S  -6.86  0.56  -3.28
O  -6.26  1.52  -4.19
O  -8.04  1.07  -2.65
C  -5.57  0.51  -1.80
F  -5.65  -0.67  -1.20
F  -4.35  0.82  -2.25
F  -5.84  1.45  -0.86
C  1.63  -0.58  -2.26
F  2.60  -0.37  -1.35
F  2.20  -0.68  -3.46
F  1.01  -1.71  -2.01
S  0.50  0.90  -2.21
O  1.01  1.99  -3.00
O  -0.73  0.38  -2.75
N  0.55  1.34  -0.51
S  -0.71  0.55  0.24
O  -0.91  -0.85  -0.09
O  -0.42  0.82  1.64
C  -2.34  1.58  -0.09
F  -2.23  2.08  -1.30
F  -3.36  0.81  0.17
F  -2.35  2.57  0.77
C  1.45  6.68  1.22
F  0.17  6.41  1.25
F  1.76  7.15  0.02
F  1.68  7.61  2.13
S  2.64  5.21  1.63
O  3.33  5.13  0.36
O  3.44  5.46  2.78
N  1.54  3.85  1.77
S  0.73  4.05  3.15
O  0.88  5.25  3.92
O  -0.66  3.71  2.87
C  1.42  2.61  4.28
F  1.35  1.46  3.62
F  2.69  2.81  4.58
F  0.70  2.64  5.39
C  -0.29  -4.31  -3.58
C  -1.74  -4.47  -3.02
C  -2.07  -3.64  -1.79
O  -3.30  -2.95  -2.09
C  -3.57  -3.20  -3.38
O  -4.51  -2.70  -3.92
O  -2.73  -4.08  -3.94
H  -0.29  -3.24  -3.77
H  -0.22  -4.93  -4.48
H  0.33  -4.81  -2.83
H  -1.99  -5.50  -2.72
H  -1.33  -2.89  -1.48
H  -2.03  -4.25  -0.88
C  1.82  -2.03  1.65
C  2.88  -1.71  2.66
C  2.86  -2.53  3.94
O  4.22  -2.86  4.17
C  4.98  -2.52  3.11
O  6.15  -2.66  3.00
O  4.19  -1.98  2.16
H  0.87  -2.21  2.16
H  2.08  -2.91  1.05
H  1.65  -1.35  0.82
H  2.85  -0.66  2.98
H  2.31  -3.44  3.68
H  2.32  -2.00  4.72
C  6.83  0.28  3.07
C  6.24  1.00  1.90
C  5.96  0.15  0.67
O  4.65  0.47  0.27
C  4.01  1.16  1.18
O  2.86  1.52  1.22
O  4.84  1.33  2.25
H  6.68  -0.79  3.15
H  6.68  0.75  4.04
H  7.92  0.42  3.03
H  6.67  1.97  1.65
H  6.01  -0.93  0.83
H  6.64  0.40  -0.15

The calculation puts the energy above the lowest of the compared OMol25 structures with the same formula, charge and spin at 0.000 eV. The total energy comes out at -185795.7177 eV. The highest occupied orbital energy is -6.44 eV. The molar mass comes out at 1171.0 u. The charge is -1. Its LUMO energy is 0.487 eV. The gap between HOMO and LUMO comes out at 6.932 eV.

***

This record from the OMol25 dataset describes C18H18F30N6O20S10 as an isolated structure. The level of theory is ωB97M-V/def2-TZVPD.

Geometry (Å):
C  4.50  3.90  -3.52
C  4.50  4.62  -4.95
C  3.51  5.68  -5.50
N  3.61  5.84  -7.05
C  4.88  6.70  -7.54
C  3.51  4.50  -7.84
C  3.06  4.75  -9.24
C  2.15  6.00  -9.05
C  2.35  6.49  -7.61
H  5.43  3.34  -3.42
H  3.59  3.30  -3.52
H  4.66  4.39  -2.56
H  4.57  3.75  -5.61
H  5.35  5.31  -4.99
H  3.56  6.60  -4.92
H  2.56  5.24  -5.21
H  5.71  5.99  -7.59
H  5.03  7.54  -6.87
H  4.59  6.95  -8.56
H  4.49  4.03  -7.79
H  2.77  3.80  -7.46
H  3.86  4.77  -9.98
H  2.39  3.93  -9.51
H  2.36  6.86  -9.68
H  1.15  5.81  -9.45
H  2.47  7.57  -7.55
H  1.44  6.14  -7.11
C  -1.02  1.06  -5.20
F  -1.30  2.19  -4.46
F  -0.27  0.20  -4.51
F  -2.15  0.46  -5.66
S  -0.11  1.71  -6.86
O  -1.21  2.24  -7.69
O  0.80  2.76  -6.31
N  0.65  0.31  -7.42
S  2.16  0.64  -7.83
O  2.36  1.83  -8.65
O  3.12  0.26  -6.84
C  2.47  -0.91  -9.06
F  2.49  -2.00  -8.34
F  1.40  -1.16  -9.87
F  3.52  -0.71  -9.76
C  4.06  6.96  -0.46
F  4.07  7.23  0.84
F  5.14  7.43  -1.09
F  4.14  5.62  -0.55
S  2.33  7.46  -1.25
O  2.13  8.82  -0.82
O  2.40  7.34  -2.73
N  1.21  6.47  -0.29
S  0.74  5.24  -1.26
O  1.72  4.58  -2.10
O  0.08  4.39  -0.31
C  -0.66  5.95  -2.27
F  -0.25  6.23  -3.50
F  -1.45  4.87  -2.44
F  -1.30  6.90  -1.50
C  5.05  12.06  -3.96
F  6.27  12.07  -4.48
F  5.10  12.57  -2.75
F  4.17  12.51  -4.84
S  4.58  10.11  -3.68
O  3.41  10.20  -2.86
O  4.30  9.44  -4.97
N  5.93  9.57  -2.75
S  6.72  8.81  -3.87
O  6.15  7.48  -4.11
O  7.14  9.55  -5.00
C  8.41  8.37  -3.00
F  8.14  7.72  -1.91
F  9.06  7.57  -3.93
F  9.12  9.51  -2.69
C  6.19  1.43  -8.21
F  5.66  1.97  -7.08
F  6.62  0.25  -7.79
F  5.34  1.34  -9.23
S  7.79  2.45  -8.91
O  7.17  3.67  -9.35
O  8.61  2.50  -7.66
N  8.42  1.40  -10.15
S  9.75  2.19  -10.33
O  9.57  3.63  -10.57
O  10.72  1.93  -9.27
C  10.63  1.36  -11.96
F  9.60  1.11  -12.81
F  11.42  2.21  -12.59
F  11.30  0.28  -11.55
C  -0.37  3.52  -10.74
F  -0.03  3.72  -9.49
F  0.52  3.98  -11.62
F  -0.50  2.22  -10.87
S  -2.08  4.39  -10.95
O  -1.72  5.85  -11.07
O  -2.58  3.75  -12.11
N  -3.05  3.81  -9.58
S  -2.98  5.04  -8.62
O  -1.64  5.11  -7.86
O  -3.45  6.38  -9.06
C  -4.19  4.68  -7.22
F  -3.82  3.56  -6.62
F  -4.20  5.68  -6.35
F  -5.34  4.55  -7.84

The total energy comes out at -258713.4365 eV. The highest occupied orbital energy is -1.57 eV. The molar mass comes out at 1529.0 u. The charge is -4. Its LUMO energy is 6.427 eV. The gap between HOMO and LUMO comes out at 7.999 eV.

***

This record from the OMol25 dataset describes C18H18F5N4OPdTe as an isolated structure. The level of theory is ωB97M-V/def2-TZVPD.

Geometry (Å):
Pd  0.43  -0.88  0.20
C  -1.40  1.93  0.11
N  0.03  1.90  0.28
C  0.51  2.10  1.62
C  0.15  1.00  2.59
C  -0.04  1.27  3.93
C  -0.32  0.22  4.80
C  -0.42  -1.06  4.29
C  -0.23  -1.27  2.94
N  0.06  -0.24  2.12
C  0.80  2.64  -0.70
C  0.50  2.23  -2.13
C  0.82  3.06  -3.19
C  0.66  2.59  -4.48
C  0.18  1.30  -4.66
C  -0.15  0.55  -3.54
N  0.00  1.01  -2.30
C  -2.12  0.63  -0.24
C  -3.47  0.72  -0.55
C  -4.17  -0.42  -0.88
C  -3.51  -1.64  -0.87
C  -2.17  -1.67  -0.54
N  -1.50  -0.55  -0.24
H  -1.66  2.64  -0.68
H  -1.87  2.32  1.03
H  0.15  3.06  2.05
H  1.60  2.16  1.58
H  0.05  2.29  4.29
H  -0.45  0.42  5.86
H  -0.64  -1.90  4.93
H  -0.29  -2.24  2.45
H  1.85  2.41  -0.52
H  0.67  3.73  -0.61
H  1.22  4.05  -3.01
H  0.92  3.20  -5.33
H  0.05  0.88  -5.65
H  -0.52  -0.46  -3.62
H  -3.94  1.69  -0.54
H  -5.22  -0.36  -1.13
H  -4.02  -2.56  -1.11
H  -1.58  -2.58  -0.43
F  1.86  -3.05  2.44
Te  2.27  -3.06  0.46
F  4.00  -3.39  1.25
F  3.45  -3.07  -1.15
F  0.75  -1.86  -1.49
F  -0.43  -3.31  0.81
O  2.36  -1.21  0.59

The calculation puts the energy above the lowest of the compared OMol25 structures with the same formula, charge and spin at 0.000 eV. The total energy comes out at -51329.4103 eV. The highest occupied orbital energy is -4.68 eV. The molar mass comes out at 635.4 u. The charge is -1. Its LUMO energy is 2.394 eV. The gap between HOMO and LUMO comes out at 7.075 eV.

***

This record from the OMol25 dataset describes the molecule C18H18FN3O4S2. The level of theory is ωB97M-V/def2-TZVPD.

Geometry (Å):
C  -2.50  -0.96  -2.13
C  -1.15  -0.25  -2.00
C  -0.23  -0.88  -0.95
C  -0.31  -0.57  0.41
C  0.63  -1.13  1.29
C  0.49  -0.90  2.75
C  1.55  -0.88  3.60
N  1.07  -0.61  4.89
C  -0.30  -0.36  4.86
C  -1.24  -0.05  5.84
C  -2.60  0.18  5.51
F  -3.54  0.49  6.46
C  -2.97  -0.03  4.20
C  -2.05  -0.43  3.20
C  -0.70  -0.55  3.55
C  1.65  -1.96  0.76
C  1.68  -2.32  -0.58
C  0.76  -1.69  -1.44
S  0.52  -1.76  -3.24
O  -0.24  -2.95  -3.56
O  1.77  -1.65  -4.02
N  -0.46  -0.35  -3.30
C  0.14  0.87  -3.90
C  1.12  1.54  -2.99
S  1.62  3.11  -3.67
N  2.71  3.69  -2.55
O  0.49  4.04  -3.65
O  2.34  3.03  -4.92
H  -2.33  -2.05  -2.30
H  -3.05  -0.86  -1.19
H  -3.10  -0.55  -2.94
H  -1.26  0.83  -1.74
H  -1.02  0.14  0.80
H  2.59  -0.97  3.32
H  1.65  -0.56  5.73
H  -0.93  0.11  6.86
H  -4.01  0.12  3.93
H  -2.37  -0.68  2.21
H  2.40  -2.42  1.41
H  2.45  -2.95  -0.98
H  0.60  0.61  -4.90
H  -0.64  1.61  -4.18
H  0.71  1.78  -2.01
H  2.00  0.90  -2.92
H  3.58  3.59  -3.01
H  2.47  4.66  -2.49

The SMILES is C[C@H]1c2cc(-c3c[nH]c4cc(F)ccc34)ccc2S(=O)(=O)N1CCS(N)(=O)=O. The total energy comes out at -56005.2504 eV. The highest occupied orbital energy is -8.38 eV. The molar mass comes out at 423.5 u. Its LUMO energy is 0.049 eV. The gap between HOMO and LUMO comes out at 8.430 eV.

***

This record from the OMol25 dataset describes a 2-piece molecular cluster, C18H18N2 overall. The level of theory is ωB97M-V/def2-TZVPD.

Geometry (Å):
C  -0.52  -2.02  -5.15
C  0.18  -1.29  -4.04
C  1.46  -1.54  -3.57
N  1.78  -0.69  -2.56
C  0.64  0.16  -2.34
C  0.61  1.24  -1.47
C  -0.66  1.95  -1.58
C  -1.73  1.52  -2.31
C  -1.66  0.39  -3.14
C  -0.39  -0.27  -3.29
H  -1.57  -1.74  -5.17
H  -0.58  -3.12  -4.97
H  -0.15  -1.71  -6.11
H  2.15  -2.36  -3.88
H  2.73  -0.52  -2.37
H  1.09  1.47  -0.60
H  -0.76  2.84  -1.00
H  -2.67  2.06  -2.11
H  -2.55  0.04  -3.57
C  -2.15  1.09  1.44
C  -1.34  0.88  2.62
C  -1.52  1.28  3.90
N  -0.40  0.93  4.68
C  0.56  0.29  3.92
C  1.60  -0.60  4.21
C  2.04  -1.41  3.20
C  1.56  -1.34  1.93
C  0.54  -0.55  1.60
C  -0.04  0.25  2.60
H  -3.17  1.24  1.82
H  -1.98  0.13  0.87
H  -1.83  2.07  0.86
H  -2.30  1.89  4.38
H  -0.46  1.34  5.61
H  2.16  -0.79  5.11
H  2.94  -2.17  3.30
H  2.03  -1.93  1.18
H  0.18  -0.60  0.56

The SMILES is Cc1c[nH]c2ccccc12.Cc1c[nH]c2ccccc12. The calculation puts the energy above the lowest of the compared OMol25 structures with the same formula, charge and spin at 2.520 eV. The total energy comes out at -21936.5705 eV. The highest occupied orbital energy is -7.48 eV. The molar mass comes out at 262.4 u. Its LUMO energy is 0.868 eV. The gap between HOMO and LUMO comes out at 8.348 eV.

***

This record from the OMol25 dataset describes C18H18N4O2PdS as an isolated structure. The level of theory is ωB97M-V/def2-TZVPD.

Geometry (Å):
Pd  -0.63  0.27  -0.02
O  -2.58  -0.01  -0.06
C  -3.25  -0.32  1.02
C  -4.63  -0.04  1.05
C  -5.42  -0.39  2.11
C  -4.88  -1.06  3.22
C  -3.54  -1.34  3.22
C  -2.70  -0.99  2.15
C  -1.30  -1.32  2.29
N  -0.38  -0.98  1.47
N  0.95  -1.26  1.78
C  1.74  -0.56  1.02
O  1.36  0.19  0.03
C  3.21  -0.66  1.26
C  4.09  -0.09  0.36
C  5.46  -0.17  0.57
C  5.95  -0.83  1.69
C  5.07  -1.40  2.59
C  3.70  -1.32  2.38
H  -5.05  0.47  0.19
H  -6.48  -0.16  2.09
H  -5.51  -1.33  4.06
H  -3.10  -1.85  4.07
H  -0.98  -1.84  3.19
H  3.69  0.43  -0.51
H  6.14  0.28  -0.14
H  7.02  -0.89  1.85
H  5.45  -1.91  3.47
H  3.01  -1.77  3.08
C  1.51  1.74  -2.90
N  0.09  1.70  -3.20
C  -0.40  0.84  -4.27
C  -1.91  1.00  -4.14
N  -2.02  1.36  -2.73
C  -0.87  1.87  -2.27
S  -0.70  2.64  -0.77
H  2.05  2.06  -3.79
H  1.86  0.76  -2.58
H  1.68  2.45  -2.09
H  -0.08  -0.20  -4.09
H  -0.02  1.16  -5.24
H  -2.45  0.08  -4.36
H  -2.29  1.80  -4.78
H  -2.88  1.59  -2.27

The calculation puts the energy above the lowest of the compared OMol25 structures with the same formula, charge and spin at 0.000 eV. The total energy comes out at -43328.9749 eV. The highest occupied orbital energy is -7.57 eV. The molar mass comes out at 460.9 u. Its LUMO energy is 0.225 eV. The gap between HOMO and LUMO comes out at 7.795 eV.